(1)
This record from the OMol25 dataset describes C37H31HfN8O4S4 as an isolated structure in a non-equilibrium geometry. The level of theory is ωB97M-V/def2-TZVPD.

XYZ file:
```
85
Properties=species:S:1:pos:R:3
Hf 8.1705 -4.7414 18.3794
N 6.3691 -6.1111 15.3104
C 7.1761 -5.0337 15.0187
N 8.0726 -4.6222 15.8767
C 8.7136 -3.4399 15.4163
C 8.3012 -2.9691 14.2198
S 6.9866 -4.0571 13.6891
C 9.7117 -2.9737 16.3319
C 10.8470 -2.3929 15.9865
S 11.5264 -1.5742 17.3756
C 10.2686 -2.1309 18.4078
N 9.3853 -2.9196 17.7554
N 10.2518 -1.7871 19.7199
H 5.6354 -6.3171 14.6264
H 6.3686 -6.4482 16.3065
H 8.3328 -1.9843 13.8098
H 11.2116 -2.1471 15.0007
H 10.7129 -1.0659 20.1694
H 9.5257 -2.1758 20.2149
N 9.5984 -4.4935 28.6952
C 9.6835 -4.2812 27.5748
C 9.5933 -4.3117 26.1196
C 9.0294 -5.5065 25.6750
C 8.5027 -5.5092 24.3718
C 8.7750 -4.5093 23.4919
C 9.4173 -3.3494 23.9756
C 9.7783 -3.2173 25.2741
C 8.4674 -4.6685 22.0676
C 7.6754 -3.6556 21.5596
C 6.8914 -2.7283 22.2409
C 6.4168 -1.8382 21.3113
C 6.8907 -2.3226 20.0677
N 7.7154 -3.3818 20.1888
C 9.0964 -5.6699 21.4164
C 10.0039 -6.4777 22.0844
C 10.3483 -7.4928 21.1419
C 9.6898 -7.1496 19.9712
N 8.9828 -6.0129 20.0586
H 8.7921 -6.3115 26.3922
H 7.9219 -6.3855 23.8938
H 9.6790 -2.5028 23.2569
H 10.1982 -2.2043 25.5936
H 6.7765 -2.5826 23.3198
H 5.7304 -1.0976 21.5306
H 6.6744 -1.7738 19.0963
H 10.3263 -6.4944 23.1792
H 11.0828 -8.2879 21.2290
H 9.5404 -7.6933 18.9968
H 6.6179 -3.8245 18.0073
O 4.1325 -5.1497 20.3661
S 5.1345 -6.1536 20.5506
O 5.8743 -6.2061 21.7903
N 6.3119 -6.0323 19.3559
C 6.6080 -7.0888 18.7409
O 7.5620 -6.9221 17.7898
C 5.7138 -8.2824 19.2419
C 5.6112 -9.6451 19.0738
C 4.3993 -10.2997 19.5416
C 3.2360 -9.6949 20.0431
C 3.4878 -8.3969 20.3946
C 4.6345 -7.7344 19.9849
H 6.3984 -10.2946 18.6678
H 4.3259 -11.3402 19.3440
H 2.3536 -10.3033 20.2786
H 2.6695 -7.8428 20.7825
C -1.9240 1.5424 17.2339
C -0.3983 1.4320 17.2735
C 0.4198 2.3885 17.8029
C 1.7953 2.5661 17.5851
C 2.3753 1.7435 16.7012
C 1.6569 0.7062 16.2510
C 0.2585 0.5787 16.4920
S 4.0578 2.0260 16.2085
C 4.8369 0.8230 17.4228
O 4.4387 1.4117 14.9061
H -2.2436 0.6308 16.6377
H -2.2697 2.3613 16.5578
H -2.4958 1.5872 18.1961
H 0.1159 3.1229 18.5826
H 2.1629 3.3683 18.1035
H 1.9663 0.0629 15.4263
H -0.2017 -0.2361 15.9817
H 4.4914 -0.2102 17.1693
H 4.6310 0.9009 18.5279
H 5.9123 0.8804 17.2264
```

Properties
HOMO level ... -10.40 eV
HOMO-LUMO gap ... 6.824 eV
Relative energy (zero: lowest compared OMol25 entry of this formula, charge and spin) ... 282.0 kJ/mol
LUMO level ... -3.58 eV
Total charge ... +1

(2)
This record from the OMol25 dataset describes C22H41N5O3RuS2Si as an isolated structure in a non-equilibrium geometry. The level of theory is ωB97M-V/def2-TZVPD.

XYZ file:
```
75
Properties=species:S:1:pos:R:3
Ru -0.4238 0.4500 0.0809
C 4.5530 -1.4966 2.3137
Si 4.1963 0.0795 3.3309
C 4.7711 1.6641 2.4443
C 4.9382 0.0225 5.0857
C 2.2794 0.1618 3.5333
C 1.6421 0.0212 4.7614
C 0.2596 0.1057 4.8696
C -0.4751 0.3004 3.7117
N 0.1018 0.3934 2.5235
C 1.4373 0.3356 2.4309
S 1.9951 0.4689 0.7848
H 5.6215 -1.6397 2.1840
H 4.1088 -1.4227 1.3251
H 4.1585 -2.3896 2.7913
H 5.8558 1.7158 2.4192
H 4.4108 2.5558 2.9505
H 4.4154 1.6962 1.4191
H 6.0224 0.0809 5.0486
H 4.6906 -0.8912 5.6182
H 4.6000 0.8591 5.6916
H 2.2339 -0.1545 5.6468
H -0.2371 0.0148 5.8236
H -1.5543 0.3845 3.7267
C -3.2020 -3.0463 -0.6549
C -3.1501 -2.3673 0.7058
C -3.0384 -3.4276 1.8066
C -4.3782 -1.4828 0.9048
N -1.9850 -1.4470 0.8081
N -0.7153 -1.8983 0.3973
H -4.0363 -3.7408 -0.6736
H -2.2987 -3.6132 -0.8613
H -3.3419 -2.3162 -1.4469
H -3.9528 -4.0118 1.8451
H -2.8875 -2.9660 2.7813
H -2.2125 -4.1067 1.6009
H -5.2815 -2.0834 0.9079
H -4.4457 -0.7613 0.0947
H -4.3224 -0.9404 1.8451
H -1.9342 -1.1536 1.7879
H -0.7488 -2.2573 -0.5819
H -0.2762 -2.5794 1.0208
C 2.3849 -1.6525 -4.3095
C 1.0412 -2.2317 -4.7312
C -0.1781 -1.3449 -4.3679
C -1.4352 -1.9437 -5.0421
C -2.7156 -1.1936 -4.6937
C 0.0546 0.0450 -4.9204
O 0.1113 0.3019 -6.0913
N 0.2148 1.0524 -3.9778
C -0.0029 0.9097 -2.6392
O 0.0586 1.8879 -1.8721
N -0.3278 -0.2848 -2.1309
C -0.3921 -1.4166 -2.8621
O -0.6377 -2.4866 -2.3236
H 3.1779 -2.3311 -4.6141
H 2.4474 -1.5205 -3.2307
H 2.5649 -0.6936 -4.7900
H 0.8951 -3.2045 -4.2579
H 1.0367 -2.3716 -5.8127
H -1.5190 -2.9839 -4.7211
H -1.2852 -1.9136 -6.1221
H -2.9397 -1.2694 -3.6302
H -3.5459 -1.6252 -5.2466
H -2.6421 -0.1406 -4.9599
H 0.4174 1.9844 -4.3272
C -2.8883 2.3221 -0.6840
S -2.2575 2.1036 1.0062
C -1.2526 3.6078 1.1346
H -2.0451 2.4942 -1.3556
H -3.5680 3.1711 -0.7112
H -3.4267 1.4135 -0.9523
H -1.8719 4.4531 0.8527
H -0.3879 3.5294 0.4787
H -0.9479 3.7180 2.1693
```

Properties
HOMO level (alpha / beta) ... -11.12 / -11.21 eV
2S+1 ... 2
HOMO-LUMO gap (alpha / beta) ... 6.354 / 6.942 eV
Relative energy (zero: lowest compared OMol25 entry of this formula, charge and spin) ... 257.8 kJ/mol
LUMO level (alpha / beta) ... -4.76 / -4.27 eV
Total charge ... +1

(3)
This record from the OMol25 dataset describes a single C3H4N4O molecule in a non-equilibrium geometry. The level of theory is ωB97M-V/def2-TZVPD.

XYZ file:
```
12
Properties=species:S:1:pos:R:3
C 2.0078 1.0584 0.2037
C 1.3609 -0.2010 -0.1104
O 1.8631 -1.2469 0.0208
N -0.1290 -0.0218 -0.3474
N -0.7407 1.1637 -0.3178
C -2.0221 0.6924 0.1792
N -2.0355 -0.7180 0.2079
N -0.8680 -1.0877 -0.0206
H 1.2064 1.4325 1.0658
H 2.1368 1.8808 -0.5698
H 3.0088 0.8730 0.7052
H -2.9241 1.1368 0.3428
```

Properties
HOMO level ... -10.66 eV
HOMO-LUMO gap ... 10.551 eV
Relative energy (zero: lowest compared OMol25 entry of this formula, charge and spin) ... 309.5 kJ/mol
LUMO level ... -0.11 eV

(4)
This record from the OMol25 dataset describes a single C2H3BrN4 molecule in a non-equilibrium geometry. The level of theory is ωB97M-V/def2-TZVPD.

XYZ file:
```
10
Properties=species:S:1:pos:R:3
N 2.0424 -1.8166 -0.1295
C 0.9719 -1.4171 0.0062
N -0.2778 -0.9851 -0.0020
C -0.3333 0.4244 -0.0644
N 0.8460 1.1238 -0.1075
N -1.4131 1.2351 -0.0424
Br -3.1577 0.4270 -0.1310
H -1.1844 -1.5519 0.0505
H 0.8671 2.0492 0.2275
H 1.6390 0.5112 0.1925
```

Properties
HOMO level ... -9.24 eV
HOMO-LUMO gap ... 9.588 eV
Relative energy (zero: lowest compared OMol25 entry of this formula, charge and spin) ... 15.3 kJ/mol
LUMO level ... 0.34 eV

(5)
This record from the OMol25 dataset describes a 2-piece molecular cluster, C4H13NO2 overall in a non-equilibrium geometry. The level of theory is ωB97M-V/def2-TZVPD.

XYZ file:
```
20
Properties=species:S:1:pos:R:3
C 18.8128 -16.3961 26.5819
O 19.4033 -17.4647 25.8856
C 19.2618 -17.3868 24.4389
C 19.9311 -18.5690 23.6883
C 21.4089 -18.7278 24.0531
N 19.7749 -18.4835 22.2876
H 19.2496 -15.4647 26.2215
H 19.1718 -16.4816 27.6076
H 17.7248 -16.3898 26.5153
H 18.1757 -17.4247 24.3556
H 19.6452 -16.4290 24.0870
H 19.4732 -19.4971 24.0304
H 21.6391 -19.7932 24.0504
H 21.5298 -18.4846 25.1087
H 21.9870 -18.0137 23.4665
H 20.3441 -17.6999 22.0013
H 20.2756 -19.2770 21.9139
O 24.5285 -25.7874 25.8664
H 24.5135 -26.3690 26.6265
H 25.3344 -26.0174 25.4041
```

Properties
HOMO level ... -9.40 eV
HOMO-LUMO gap ... 10.491 eV
Relative energy (zero: lowest compared OMol25 entry of this formula, charge and spin) ... 136.4 kJ/mol
LUMO level ... 1.09 eV

(6)
This record from the OMol25 dataset describes C29H38CrN4O3PS as an isolated structure in a non-equilibrium geometry. The level of theory is ωB97M-V/def2-TZVPD.

XYZ file:
```
77
Properties=species:S:1:pos:R:3
Cr -0.0579 -0.4106 0.4070
O -0.3337 3.6700 1.9591
C -0.1243 2.4964 1.6214
O -0.5260 1.8773 0.6026
C 0.7367 1.6338 2.5401
C 1.3468 2.1441 3.6782
C 2.0835 1.2888 4.4760
C 2.1779 -0.0505 4.1156
C 1.5397 -0.4803 2.9660
N 0.8404 0.3517 2.1935
H 1.2183 3.1960 3.8915
H 2.5753 1.6535 5.3711
H 2.7377 -0.7576 4.7141
H 1.5796 -1.5006 2.6014
C -2.8920 -1.5206 -3.8587
C -2.4670 -0.7564 -2.6186
C -2.3582 0.7428 -2.8942
P -0.9003 -1.3093 -1.8083
C -1.0054 -3.1391 -1.9729
C 0.3111 -3.7848 -1.5443
C -2.1734 -3.6470 -1.1389
C 0.4107 -0.8372 -2.9502
C 0.5699 -1.4018 -4.2110
C 1.5423 -0.9917 -5.1134
C 1.6798 -1.6092 -6.4801
C 2.3773 0.0515 -4.6897
C 2.2681 0.6322 -3.4490
C 1.2836 0.2057 -2.4925
N 1.1530 0.7014 -1.2697
C 1.9900 1.7679 -0.8996
C 1.6999 3.0920 -1.2727
C 0.5411 3.3795 -2.1834
C 2.4989 4.1295 -0.8046
C 3.5983 3.8989 0.0120
C 4.3998 5.0424 0.5789
C 3.9074 2.5813 0.3239
C 3.1338 1.5167 -0.1277
C 3.5229 0.0995 0.1811
H -3.8369 -1.1181 -4.2412
H -3.0366 -2.5847 -3.6537
H -2.1448 -1.4162 -4.6505
H -3.2336 -0.9051 -1.8460
H -1.6147 0.9279 -3.6734
H -2.0325 1.2976 -2.0119
H -3.3196 1.1487 -3.2248
H -1.1919 -3.3746 -3.0274
H 0.5470 -3.5124 -0.5143
H 1.1414 -3.4395 -2.1609
H 0.2310 -4.8740 -1.6365
H -2.0619 -3.3348 -0.0991
H -2.2052 -4.7403 -1.1522
H -3.1360 -3.2763 -1.5133
H -0.0824 -2.2270 -4.4961
H 1.1692 -2.5744 -6.5226
H 2.7281 -1.7822 -6.7441
H 1.2512 -0.9817 -7.2711
H 3.1546 0.4087 -5.3631
H 2.9514 1.4243 -3.1657
H -0.3226 2.8174 -1.8433
H 0.7656 3.0800 -3.2133
H 0.2965 4.4437 -2.1710
H 2.2375 5.1504 -1.0708
H 4.3957 5.9019 -0.0952
H 5.4388 4.7515 0.7513
H 3.9886 5.3769 1.5361
H 4.7795 2.3684 0.9384
H 4.4541 0.0718 0.7525
H 3.6591 -0.4660 -0.7456
H 2.7275 -0.4274 0.7137
N -2.4278 0.1788 0.6060
H -3.0342 -0.6220 0.7264
H -2.6714 0.6944 -0.2299
H -2.5210 0.8108 1.3903
O 1.1084 -1.5597 0.3218
S -2.6452 -3.5021 3.4765
C -1.7501 -2.4714 2.5326
N -1.1304 -1.7541 1.8590
```

Properties
HOMO level (alpha / beta) ... -1.01 / -1.03 eV
2S+1 ... 2
HOMO-LUMO gap (alpha / beta) ... 5.627 / 5.651 eV
LUMO level (alpha / beta) ... 4.62 / 4.62 eV
Total charge ... -2